(1)
37
Properties=species:S:1:pos:R:3:forces:R:3 method="wB97M-V/def2-TZVPD" total_energy_ha=-2325.89744 homo_lumo_gap_ev=7.2 e_homo_ev=-8.17 multiplicity=1
Au 0.755419 -0.381420 -0.209265 -0.05 -0.01 -0.08
S -1.205554 -1.410390 -0.696332 0.10 -0.05 0.01
C -0.672410 -2.703154 -1.769618 -0.06 0.03 0.09
C -1.728407 -3.540734 -2.245899 -0.03 0.00 -0.02
N -2.603125 -4.192915 -2.609054 0.01 0.00 0.02
C 0.613748 -2.919230 -2.106262 0.00 -0.05 -0.01
S 1.933955 -1.934305 -1.557974 0.05 0.08 0.04
C 0.966811 -4.009646 -2.967814 -0.07 0.01 -0.08
N 1.265867 -4.868361 -3.670872 0.04 -0.01 0.04
I -3.351004 -0.003797 -2.675534 0.08 0.05 0.02
I -5.114695 1.239831 -4.243270 -0.04 0.00 -0.02
C 3.570390 -1.286408 1.688157 0.01 0.01 0.01
C 3.549795 0.028918 0.998311 0.01 0.02 0.00
N 2.564975 0.546008 0.285342 -0.03 0.03 0.02
C 2.969405 1.786272 -0.166546 0.03 -0.03 -0.03
C 4.224608 2.019620 0.280463 -0.01 0.01 0.03
N 4.571159 0.906952 1.014638 -0.02 0.00 -0.02
H 2.631748 -1.806421 1.520068 -0.02 0.00 -0.01
H 3.717697 -1.155167 2.761017 0.00 0.00 -0.01
H 4.372899 -1.912563 1.298113 0.00 0.00 0.00
H 2.337269 2.398669 -0.784029 -0.01 0.00 0.00
H 4.887925 2.853818 0.144587 0.00 0.00 0.00
H 5.445291 0.758660 1.488649 0.01 0.00 0.00
C -0.183637 1.039328 1.038305 0.02 -0.10 -0.01
C -1.658383 1.213345 0.980006 -0.01 0.03 -0.01
C -2.517019 0.346119 1.655638 -0.01 0.00 0.01
C -3.889400 0.539793 1.623542 0.01 0.00 0.00
C -4.427237 1.608763 0.920636 0.00 0.00 -0.01
C -3.583908 2.479494 0.245702 -0.01 -0.01 -0.01
C -2.213632 2.278156 0.270901 0.01 -0.01 0.00
H 0.145626 0.717119 2.027868 -0.03 0.03 0.02
H 0.321496 1.972756 0.787029 0.02 -0.02 0.01
H -2.101926 -0.488503 2.209438 0.00 0.00 0.00
H -4.541040 -0.146550 2.148607 0.00 0.00 0.00
H -5.498621 1.757696 0.892568 0.00 0.00 0.00
H -3.996003 3.310361 -0.312499 0.00 0.00 0.00
H -1.560083 2.957886 -0.264616 0.00 0.00 0.00

(2)
12
Properties=species:S:1:pos:R:3:forces:R:3 method="wB97M-V/def2-TZVPD" total_energy_ha=-306.42365 homo_lumo_gap_ev=9.0 e_homo_ev=-9.45 multiplicity=1
C 0.062916 -1.231312 0.924036 0.08 0.11 0.01
C -0.007737 -0.515886 -0.372738 -0.13 -0.03 0.05
C -0.807538 0.612590 -0.603986 -0.19 -0.21 -0.03
C 0.657576 1.624152 -0.337450 0.23 0.38 -0.01
O 0.450437 2.791362 -0.463305 0.09 -0.58 0.08
O 1.599499 0.847897 -0.083518 -0.27 0.20 -0.07
H -0.605680 -2.102521 0.862133 0.06 0.12 -0.05
H -0.271021 -0.596765 1.747537 0.01 -0.08 -0.11
H 1.072270 -1.593299 1.122485 -0.11 0.02 -0.04
H 0.499829 -0.977965 -1.215606 -0.03 0.09 0.11
H -1.121051 0.822739 -1.622737 0.12 -0.01 0.11
H -1.528111 0.891496 0.161785 0.15 -0.02 -0.05

(3)
87
Properties=species:S:1:pos:R:3:forces:R:3 method="wB97M-V/def2-TZVPD" total_energy_ha=-2546.88731 homo_lumo_gap_ev=1.6 e_homo_ev=-7.82 multiplicity=1 charge=+1
C 3.868678 -3.026414 -0.901422 0.35 -0.21 -0.18
C 2.783161 -2.055378 -0.607451 -0.21 0.35 -0.05
C 1.842490 -2.328524 0.371625 -0.05 0.10 -0.13
C 0.815356 -1.450275 0.667483 -0.31 0.46 0.12
C -0.184975 -1.780594 1.719947 -0.34 -0.21 0.19
C 0.735467 -0.240881 -0.031411 0.79 -0.31 0.07
N -0.303069 0.711463 0.299129 -1.22 0.67 -0.06
C -0.546459 1.310048 1.501370 -1.35 0.58 -0.84
C 0.126441 1.026591 2.788431 2.18 -0.10 1.36
C 1.543579 0.936863 2.911104 -1.11 0.29 -1.15
C 2.049054 0.297421 4.150667 0.10 0.37 0.31
C 2.463900 1.466054 1.944221 -0.01 0.09 0.00
C 2.102613 2.489754 1.049600 0.20 -0.33 0.19
C 3.013204 3.020562 0.172225 0.04 0.01 -0.04
C 4.307610 2.540537 0.142614 0.28 0.12 -0.39
C 4.692761 1.539200 1.014204 0.10 0.01 -0.07
C 3.792806 1.014439 1.907615 -0.18 -0.02 0.00
O -0.591150 0.802271 3.780293 -1.47 -0.17 -0.17
N -1.669831 2.092531 1.318049 2.02 -1.13 1.08
C -2.464218 2.748726 2.340794 -0.48 0.57 0.44
C -1.944065 3.766903 3.145675 0.12 -0.19 -0.28
C -0.536550 4.220825 3.001603 0.37 0.21 -0.01
C -2.763365 4.370051 4.087301 -0.13 -0.27 -0.22
C -4.090061 4.004682 4.245297 0.09 -0.15 -0.11
C -4.943479 4.645291 5.286313 -0.32 0.16 0.15
C -4.591826 3.010262 3.422953 0.27 0.11 0.00
C -3.802524 2.372103 2.482826 0.40 -0.05 -0.31
C -4.373942 1.312018 1.613353 -0.44 -0.35 -0.26
N -2.094120 2.037438 0.047837 0.42 -0.92 -1.00
C -1.310281 1.174605 -0.563482 -0.02 0.27 0.56
C -1.487255 0.708065 -1.945978 0.07 -0.11 -0.44
C -1.933917 1.573818 -2.943129 0.06 0.12 0.50
C -2.024876 1.149027 -4.250905 -0.09 0.11 -0.17
C -1.691710 -0.147440 -4.587410 0.06 -0.04 -0.32
C -1.269031 -1.024928 -3.612805 0.03 0.02 0.00
C -1.167087 -0.601682 -2.308371 0.01 0.19 0.59
C 1.668669 0.044912 -1.035892 -0.63 0.52 0.36
C 1.570155 1.288715 -1.847667 0.04 0.46 -0.27
C 2.677195 -0.861302 -1.301329 -0.15 -0.30 0.14
H 4.461765 -2.722885 -1.762406 0.05 0.07 0.00
H 4.541693 -3.131225 -0.050978 0.03 -0.07 0.03
H 3.451020 -4.006229 -1.124730 0.03 -0.20 0.08
H 1.913166 -3.252209 0.917939 -0.06 -0.28 0.21
H -1.086279 -1.177483 1.597186 0.00 -0.18 0.20
H -0.477292 -2.830751 1.672020 0.07 0.00 0.01
H 0.216221 -1.580460 2.714789 -0.11 -0.01 0.00
H 3.072360 0.602933 4.375505 -0.07 -0.11 -0.03
H 1.419993 0.587164 4.989615 -0.08 -0.11 0.07
H 2.008279 -0.786757 4.065991 0.06 -0.32 0.15
H 1.087490 2.831790 1.034240 -0.18 0.48 0.14
H 2.704582 3.785170 -0.518948 -0.04 0.25 -0.13
H 5.001501 2.914081 -0.591110 0.21 0.20 -0.03
H 5.703392 1.171253 0.993763 0.24 -0.11 -0.02
H 4.101122 0.223132 2.565575 0.08 -0.17 0.18
H -0.353818 5.129789 3.576396 -0.05 -0.08 -0.04
H 0.153203 3.456723 3.360006 0.13 0.01 -0.04
H -0.314445 4.442433 1.957392 0.15 -0.02 -0.05
H -2.357074 5.152700 4.701601 0.18 0.21 0.17
H -5.990910 4.364004 5.175665 0.03 -0.01 -0.03
H -4.629100 4.337929 6.283418 0.05 0.04 0.05
H -4.886091 5.732626 5.232502 0.05 0.01 0.05
H -5.624250 2.729153 3.510883 -0.32 -0.17 0.03
H -5.378738 1.029827 1.933540 0.13 0.02 0.05
H -4.432179 1.663320 0.582513 -0.06 -0.14 0.02
H -3.741134 0.423405 1.634113 -0.05 -0.11 -0.06
H -2.183862 2.587805 -2.685009 -0.05 0.24 0.07
H -2.334935 1.837860 -5.020109 -0.09 0.10 -0.05
H -1.736716 -0.467582 -5.614166 -0.07 -0.04 -0.22
H -0.995668 -2.032849 -3.874924 -0.04 -0.05 0.05
H -0.799012 -1.273882 -1.557108 -0.03 -0.29 0.15
H 2.553163 1.747034 -1.966829 -0.11 -0.08 -0.02
H 1.174740 1.072845 -2.841048 -0.06 -0.04 -0.07
H 0.914402 2.020590 -1.371988 0.20 0.00 -0.22
H 3.394268 -0.622438 -2.064350 0.25 0.11 -0.26
C -0.197308 -7.075299 -4.769305 -0.34 -0.08 0.38
C 1.248236 -7.119574 -4.276832 -0.65 -0.88 -0.55
S 1.641903 -5.800311 -3.130358 0.27 1.74 -1.11
C 0.984642 -4.421852 -3.969440 -1.11 -1.75 0.02
S -0.540382 -4.324045 -4.812085 1.99 0.39 0.20
C -0.476261 -5.883664 -5.682003 -0.19 -1.18 -0.37
H -0.464147 -8.014408 -5.273684 0.27 0.28 -0.02
H -0.856302 -7.002291 -3.897680 -0.02 -0.16 -0.10
H 1.460253 -8.072768 -3.781427 -0.06 0.29 0.17
H 1.940326 -7.057240 -5.121411 0.06 0.13 0.19
H 1.567435 -3.526772 -3.928638 -0.10 0.78 0.85
H 0.297785 -5.808338 -6.450729 -0.11 0.17 0.06
H -1.426388 -6.010006 -6.212635 0.07 0.17 0.27

(4)
43
Properties=species:S:1:pos:R:3:forces:R:3 method="wB97M-V/def2-TZVPD" total_energy_ha=-866.94361 homo_lumo_gap_ev=5.7 e_homo_ev=-11.04 multiplicity=1 charge=+1
C 3.197391 3.544207 3.557033 0.02 0.01 0.00
C 1.893676 3.113889 3.741916 -0.15 0.00 0.07
C 1.382258 2.085336 2.980910 -0.14 -0.39 -0.31
C 2.177133 1.459646 2.006981 0.67 0.14 -0.18
C 1.730554 0.370800 1.158014 0.75 -0.47 -0.81
O 2.661593 -0.106393 0.254453 -2.01 -0.10 0.86
C 2.310800 -1.146504 -0.587801 -0.27 -0.34 -0.22
C 1.023941 -1.731031 -0.551393 0.33 0.41 0.23
C 0.725696 -2.784151 -1.434694 0.31 -0.07 -0.21
C 1.670673 -3.244368 -2.321962 -0.62 -0.17 0.13
C 2.934304 -2.669709 -2.351870 0.17 0.34 0.24
C 3.248411 -1.636515 -1.498739 0.32 0.71 0.54
C 0.099270 -1.220087 0.386125 0.38 0.09 -0.09
C 0.451152 -0.191125 1.218680 0.13 -0.16 -0.20
C 3.490346 1.913485 1.840208 0.06 -0.22 -0.25
C 3.994958 2.940235 2.602953 0.19 0.04 -0.05
H 3.592669 4.349501 4.155173 0.01 0.10 0.09
H 1.280167 3.591682 4.488083 -0.14 0.00 0.06
H 0.368682 1.760196 3.133131 -0.23 0.02 0.12
H -0.254413 -3.226848 -1.405784 -0.23 -0.07 0.04
H 1.436682 -4.053540 -2.996788 -0.07 -0.05 -0.02
H 3.677126 -3.031700 -3.045663 0.08 0.00 -0.04
H 4.220714 -1.176949 -1.505840 0.27 0.04 -0.09
H -0.883759 -1.657690 0.438103 -0.25 -0.03 0.05
H -0.261539 0.187229 1.931196 0.03 0.11 0.06
H 4.097840 1.431359 1.092769 0.22 0.08 -0.02
H 5.010076 3.273396 2.457652 0.10 0.01 -0.04
C -4.415717 -1.225984 0.797768 -0.16 -0.12 -0.02
C -3.715892 -0.094357 0.071080 0.09 0.24 -0.50
N -3.590646 -0.347593 -1.360399 -0.30 -0.50 -0.24
C -2.914565 0.698354 -2.120737 -0.14 0.02 0.48
C -2.843768 0.380097 -3.601336 -0.13 -0.10 -0.16
H -4.506922 -1.046356 1.872324 0.11 0.10 -0.13
H -5.422553 -1.376455 0.403849 0.08 0.06 -0.03
H -3.879882 -2.168129 0.667604 0.07 -0.06 -0.01
H -4.265129 0.845223 0.197786 -0.01 -0.13 -0.02
H -2.719989 0.088474 0.489729 0.27 0.06 0.42
H -3.139513 -1.251133 -1.530421 -0.24 0.35 0.08
H -3.455826 1.636148 -1.952436 -0.01 -0.11 -0.08
H -1.913827 0.854375 -1.701634 0.37 0.20 -0.10
H -2.347123 1.164252 -4.178837 0.00 -0.02 0.21
H -2.301151 -0.550350 -3.778584 0.07 -0.04 0.02
H -3.843897 0.249082 -4.018603 0.02 0.02 0.10

(5)
10
Properties=species:S:1:pos:R:3:forces:R:3 method="wB97M-V/def2-TZVPD" total_energy_ha=-930.24983 homo_lumo_gap_ev=7.7 e_homo_ev=-7.73 smiles=CN1CSS1 multiplicity=1
C 1.263254 -0.272541 0.059237 1.98 -1.33 -1.76
N 0.035429 0.086545 -0.597297 -1.25 -0.55 0.61
C -1.260355 -0.250414 0.072799 1.58 1.74 0.48
S -2.157584 1.292969 -0.369574 0.23 -0.38 -0.23
S -0.126055 1.814050 -0.657552 -0.58 0.55 0.05
H 1.980600 0.114663 -0.739309 -0.04 -1.06 1.30
H 1.668312 0.004929 1.026973 -0.99 1.54 0.60
H 1.343857 -1.368857 0.238245 -0.18 0.32 -1.18
H -1.689086 -1.187001 -0.157955 -0.55 -0.85 -0.87
H -1.058371 -0.234344 1.124432 -0.20 0.03 0.99

(6)
33
Properties=species:S:1:pos:R:3:forces:R:3 method="wB97M-V/def2-TZVPD" total_energy_ha=-598.54914 homo_lumo_gap_ev="7.2 / 7.2" e_homo_ev="-11.38 / -11.38" multiplicity=1 charge=+1
C -3.868936 0.167376 0.550808 3.10 -1.63 -0.27
C -3.187264 1.424203 0.747564 -1.68 0.85 0.34
C -3.084987 -0.958953 0.410442 -1.38 -0.54 -1.14
C -1.876827 1.568915 0.675042 -0.13 -3.65 -0.58
C -0.995975 -2.060171 -0.036659 -2.81 1.82 0.69
C -1.634296 -0.876285 0.277853 0.87 -1.88 0.27
C -0.968590 0.387767 0.484751 -1.92 1.52 -0.22
C 0.336402 0.473559 0.462030 2.94 -3.64 -0.77
C 1.192200 -1.417602 0.430757 1.24 7.24 2.83
C 2.437845 -1.604615 0.884169 -2.69 -1.96 -1.95
C 2.196035 1.363703 -1.176840 -1.05 0.13 1.42
C 1.179770 2.845954 0.668204 -5.14 1.17 -0.68
C 0.757651 -2.144818 -1.714000 -1.58 -0.06 -3.79
C 1.422724 1.453032 0.288020 0.97 -1.90 -1.88
N 0.402931 -2.245519 -0.325430 -0.40 -2.19 0.42
H -4.907758 0.255962 0.504802 -1.51 -0.70 0.01
H -3.862346 2.273071 1.019819 0.95 -0.60 -0.34
H -3.416659 -2.019191 0.124555 -0.33 1.91 0.80
H -1.481829 2.429834 0.971677 1.71 3.52 0.74
H -1.671736 -2.897878 -0.030610 0.68 -0.70 -0.41
H 2.874816 -2.531557 0.516747 0.44 -0.16 0.58
H 2.950449 -1.022829 1.585398 0.63 1.11 0.50
H 2.558803 2.441342 -1.267993 -0.24 -1.73 -0.54
H 1.453451 1.041949 -1.981701 1.13 0.76 0.94
H 3.028392 0.612165 -1.090649 -0.76 0.93 -0.32
H 0.620335 3.479057 -0.125073 1.53 -0.89 0.81
H 2.094192 3.210801 0.992468 1.26 1.49 0.70
H 0.340816 2.820257 1.425409 1.62 0.44 0.09
H 0.233517 -1.237058 -2.140316 1.00 -0.80 0.57
H 1.836068 -2.135019 -1.844200 -0.09 0.10 0.02
H 0.295758 -3.009814 -2.279971 0.62 0.83 0.72
H 2.132508 1.103621 1.002420 0.98 -0.34 0.51
H 0.612524 -3.191250 -0.009497 0.05 -0.44 -0.08